# 1
The following is a quantum chemistry calculation of a 3-piece molecular cluster, C23H33F2N4O4P2 overall in a non-equilibrium geometry, from the OMol25 dataset.

Structure (XYZ):
```
68
Properties=species:S:1:pos:R:3:lowdin_charge:R:1
C -0.7771 -2.7231 -0.9658 0.06
N 0.2116 -1.6912 -1.3359 -0.04
N 1.4780 -2.0677 -1.1744 0.18
C 2.3854 -1.1922 -1.5353 -0.27
C 3.8273 -1.6452 -1.3919 -0.17
P 3.9158 -3.4714 -1.4292 0.40
O 3.1954 -4.0083 -2.5760 -0.25
O 5.4797 -3.7491 -1.5906 -0.10
O 3.4756 -4.0872 -0.0221 -0.11
C 2.0977 0.1037 -2.0148 -0.21
P 3.4950 1.2723 -2.4841 0.86
N 2.8974 1.8139 -3.9766 -0.16
O 3.3014 2.5823 -1.5244 -0.27
C 0.7837 0.4393 -2.1522 0.03
C -0.1812 -0.5211 -1.8145 -0.14
C -1.6342 -0.2043 -1.9892 -0.11
C -2.3309 0.2341 -0.6922 -0.18
C -3.8506 0.1287 -0.8897 -0.20
C -4.3940 -1.3104 -0.8953 -0.19
C -4.7062 -1.8814 -2.3042 -0.24
N -3.8057 -3.0064 -2.6665 -0.01
H -1.2532 -3.0826 -1.8684 0.09
H -0.2478 -3.5569 -0.5257 0.11
H -1.4844 -2.3470 -0.2421 0.09
H 4.3691 -1.3553 -2.2823 0.08
H 4.2566 -1.2035 -0.5018 0.08
H 5.7734 -4.3690 -0.9110 0.09
H 3.2927 -3.3716 0.5980 0.08
H 2.6470 2.7955 -3.9714 0.05
H 3.5625 1.6027 -4.7050 0.04
H 2.6812 2.4537 -0.7971 0.04
H 0.4873 1.3987 -2.5423 0.13
H -2.1696 -0.9973 -2.4975 0.10
H -1.6752 0.6425 -2.6693 0.13
H -2.1177 1.2770 -0.4659 0.12
H -2.0252 -0.3347 0.1762 0.08
H -4.2836 0.6199 -0.0247 0.09
H -4.1855 0.6594 -1.7781 0.12
H -5.3571 -1.2642 -0.3897 0.10
H -3.7811 -1.9939 -0.3185 0.09
H -5.7443 -2.1775 -2.3769 0.11
H -4.4704 -1.0854 -3.0057 0.10
H -3.3175 -2.7866 -3.5245 0.06
H -4.3381 -3.8379 -2.8852 0.07
F 4.2745 0.2648 0.9681 0.02
C 4.0424 1.3820 1.7064 -0.29
C 2.7365 1.7679 1.9288 -0.05
C 2.4963 2.9095 2.6815 -0.08
C 3.5586 3.6438 3.1877 -0.08
C 4.8640 3.2359 2.9462 -0.06
C 5.1131 2.0921 2.2023 0.00
H 1.9219 1.1807 1.5201 0.11
H 1.4792 3.2238 2.8730 0.10
H 3.3695 4.5340 3.7713 0.11
H 5.6920 3.8101 3.3373 0.11
H 6.1221 1.7540 2.0081 0.13
F -3.4603 -0.5984 1.9088 0.03
C -3.4446 0.4358 2.7858 -0.28
C -4.6413 1.0042 3.1673 -0.01
C -4.6212 2.0609 4.0656 -0.07
C -3.4134 2.5352 4.5588 -0.08
C -2.2213 1.9497 4.1576 -0.08
C -2.2325 0.8867 3.2658 -0.03
H -5.5714 0.6229 2.7666 0.12
H -5.5507 2.5138 4.3813 0.11
H -3.4026 3.3606 5.2572 0.11
H -1.2799 2.3197 4.5404 0.10
H -1.3143 0.4091 2.9477 0.11
```

The total charge is +1. As for the molar mass: 529.49 g mol⁻¹. The LUMO energy comes out at -4.2038 eV. The calculation puts the total energy at -62545.81658 eV. As for the HOMO energy: -11.61 eV. Its HOMO-LUMO gap is 7.407 eV.

***

# 2
The following is a quantum chemistry calculation of C22H35BeNO2P2S2 as an isolated structure in a non-equilibrium geometry, from the OMol25 dataset.

Structure (XYZ):
```
65
Properties=species:S:1:pos:R:3:lowdin_charge:R:1
P -0.0670 -3.2883 -3.8439 0.86
P 0.0828 -0.0589 -4.3319 0.90
C -0.7342 -2.4810 -5.3663 -0.41
C 0.0674 -1.2506 -5.7573 -0.46
H -1.7610 -2.1745 -5.1236 0.08
H -0.7693 -3.2365 -6.1862 0.10
H 1.1096 -1.5198 -5.9345 0.05
H -0.3263 -0.7720 -6.6636 0.09
C -1.4653 0.8915 -4.7469 -0.26
H -1.6259 1.6882 -3.9967 0.02
H -2.3523 0.2391 -4.7263 0.04
H -1.3839 1.3643 -5.7409 0.04
C 1.1687 1.0831 -5.3047 -0.30
H 0.7416 1.3526 -6.2753 0.04
H 2.1385 0.5976 -5.4365 0.04
H 1.3402 2.0185 -4.7701 0.00
C -0.8464 -4.9267 -4.0751 -0.23
H -0.7396 -5.5367 -3.1775 0.02
H -0.4256 -5.4791 -4.9250 0.06
H -1.9229 -4.7817 -4.2423 0.06
C 1.7031 -3.4536 -4.2998 -0.24
H 2.1528 -2.4479 -4.3533 0.04
H 1.8357 -3.9502 -5.2773 0.06
H 2.2513 -4.0183 -3.5285 0.05
Be 0.0213 -2.7880 -1.8358 -0.17
C 0.3966 5.6026 -1.2633 -0.12
C -0.7841 5.4273 -1.8636 -0.12
C -1.2634 4.1356 -2.4605 -0.19
C -0.8582 2.9005 -1.6292 -0.21
C 0.3119 2.1608 -2.1403 -0.19
C 1.4968 2.6027 -2.5889 -0.16
C 2.0500 3.9603 -2.4078 -0.17
C 1.5046 4.6222 -1.0996 -0.19
C 0.4767 -4.2484 -1.1506 -0.24
H 0.6162 6.5738 -0.8036 0.10
H -1.5036 6.2455 -1.9560 0.10
H -0.9843 4.0392 -3.5342 0.12
H -2.3693 4.1588 -2.4688 0.11
H -0.6915 3.1716 -0.5691 0.12
H -1.6827 2.1719 -1.6555 0.11
H 0.2500 1.0502 -1.9861 0.06
H 2.1539 1.8939 -3.0950 0.09
H 1.8448 4.5663 -3.3037 0.12
H 3.1453 3.8513 -2.2740 0.12
H 1.2602 3.8450 -0.3525 0.12
H 2.3413 5.1673 -0.6537 0.10
H 0.0813 -4.3014 -0.1163 0.02
H 1.5946 -4.2090 -1.1196 0.02
H 0.1539 -5.1984 -1.6041 -0.02
O 2.1085 0.1910 0.0219 -0.29
S 1.5084 -1.0199 0.5171 0.70
O 2.3618 -2.1392 0.8193 -0.28
N 0.2700 -1.5655 -0.5770 -0.16
C -0.9597 -1.4958 -0.0372 -0.77
S -2.1090 -2.1741 -1.0600 0.73
C -0.9919 -0.9906 1.3261 -0.21
C -2.0777 -0.8896 2.2079 0.00
C -1.8919 -0.5031 3.5456 -0.05
C -0.6111 -0.1303 3.9715 -0.06
C 0.4883 -0.2127 3.0870 -0.03
C 0.2849 -0.6810 1.7873 -0.20
H -3.0508 -1.1403 1.8314 0.11
H -2.7279 -0.4029 4.2357 0.11
H -0.4420 0.2497 4.9863 0.11
H 1.5073 0.0363 3.3824 0.12
```

As for the molar mass: 480.62 g mol⁻¹. The LUMO energy comes out at -0.4448 eV. The calculation puts the total energy at -69615.46592 eV. As for the HOMO energy: -8.28 eV. The energy above the lowest of the compared OMol25 structures with the same formula, charge and spin comes out at 0.00 kcal per mole. Its HOMO-LUMO gap is 7.839 eV.

***

# 3
The following is a quantum chemistry calculation of a 12-piece molecular cluster, H24O12 overall, from the OMol25 dataset.

Structure (XYZ):
```
36
Properties=species:S:1:pos:R:3:lowdin_charge:R:1
O -0.6376 -0.1248 0.9273 -0.07
H 0.2032 -0.1432 0.4563 -0.03
H -0.7513 -1.0296 1.2396 0.03
O 4.2657 -0.7663 -2.1107 -0.04
H 4.2907 -0.3962 -3.0003 0.04
H 3.4384 -0.4361 -1.7425 -0.01
O 2.0056 4.6378 -0.2842 -0.04
H 1.0448 4.6038 -0.3526 0.02
H 2.2327 3.8500 0.2225 0.03
O 1.7418 0.3526 -0.2995 -0.02
H 1.9939 0.1804 -1.2137 0.05
H 1.4417 1.2685 -0.3075 0.04
O -5.3876 -0.6439 2.1332 -0.05
H -5.8212 -1.4532 2.4264 0.04
H -4.4620 -0.7757 2.3675 0.04
O 4.0673 -2.6889 0.8553 -0.06
H 3.5530 -2.8312 1.6580 -0.03
H 4.8968 -2.3137 1.1717 0.03
O 2.1221 -3.1749 2.9374 -0.04
H 2.8351 -2.7747 3.4478 0.05
H 1.4652 -2.4736 2.8623 0.05
O -2.3882 -0.5878 -2.2435 -0.06
H -3.0640 0.0995 -2.2430 0.03
H -1.6983 -0.2387 -1.6680 0.02
O 0.1797 2.5422 -2.3394 -0.04
H 0.5805 2.8158 -1.5066 -0.01
H -0.1670 3.3603 -2.7128 0.05
O 0.3616 2.9623 2.9419 -0.06
H -0.0898 3.5846 2.3605 0.03
H 0.4400 3.4365 3.7774 0.04
O -1.1300 -3.3062 -2.7273 -0.07
H -1.9583 -2.9413 -2.3961 0.01
H -1.4064 -4.0023 -3.3340 0.03
O -4.9396 0.0742 -0.6337 -0.06
H -4.9236 -0.8793 -0.7735 0.04
H -4.3349 0.2134 0.1038 0.02
```

The SMILES is O.O.O.O.O.O.O.O.O.O.O.O. As for the molar mass: 216.18 g mol⁻¹. The LUMO energy comes out at -0.3045 eV. The calculation puts the total energy at -24958.66172 eV. As for the HOMO energy: -10.78 eV. The energy above the lowest of the compared OMol25 structures with the same formula, charge and spin comes out at 69.94 kcal per mole. Its HOMO-LUMO gap is 10.479 eV.

***

Q: Among the records above, which one has the lowest HOMO-LUMO gap?
A: C23H33F2N4O4P2

***

Q: What is the HOMO-LUMO gap in the third record?
A: 10.479 eV

***

Q: The highest HOMO-LUMO gap belongs to which entry?
A: H24O12

***

Q: What is the formula in the first record?
A: C23H33F2N4O4P2